Entry 1:
Molecular formula: C24H30F3O5Y
Method: DFT, ωB97M-V with the def2-TZVPD basis set

Atoms and positions in Å:
C  -0.125  7.274  -0.290
C  -0.448  5.953  0.429
C  1.106  7.032  -1.165
C  1.786  5.706  -0.643
H  1.770  7.896  -1.044
H  0.810  6.988  -2.223
C  0.899  5.323  0.672
H  -1.042  5.341  -0.260
H  -1.020  6.131  1.352
C  0.845  3.953  1.387
H  1.370  5.984  1.425
H  2.779  5.984  -0.234
C  2.047  4.791  -1.774
C  -1.328  7.827  -1.040
C  0.139  8.430  0.674
O  1.048  9.241  0.585
O  -2.267  7.153  -1.434
O  -1.283  9.163  -1.184
O  -0.776  8.516  1.651
C  -0.570  9.689  2.442
H  -1.398  9.694  3.151
H  -0.591  10.569  1.791
H  0.402  9.638  2.945
C  -2.440  9.697  -1.834
H  -2.615  9.203  -2.799
H  -2.235  10.758  -1.969
H  -3.324  9.552  -1.200
O  0.156  2.862  0.845
H  0.334  4.168  2.345
H  1.875  3.646  1.650
C  3.292  3.998  -1.810
C  0.942  4.482  -2.691
H  0.908  5.130  -3.585
H  -0.041  4.594  -2.208
H  1.007  3.454  -3.073
H  3.119  2.990  -2.224
H  3.715  3.885  -0.794
H  4.080  4.460  -2.434
Y  0.445  1.094  -0.033
C  1.819  -0.916  0.952
C  2.475  0.234  1.480
C  1.565  0.887  2.364
H  3.518  0.520  1.307
C  0.336  0.160  2.359
C  0.511  -0.974  1.507
H  -0.205  -1.785  1.359
H  2.285  -1.682  0.322
H  1.795  1.757  2.980
H  -0.543  0.391  2.964
C  -0.930  0.356  -2.188
C  -1.287  -0.513  -1.115
C  -1.935  0.269  -0.105
H  -1.175  -1.599  -1.119
C  -1.999  1.620  -0.565
C  -1.390  1.672  -1.859
H  -1.361  2.541  -2.522
H  -0.492  0.054  -3.137
H  -2.378  -0.112  0.813
H  -2.493  2.451  -0.058
F  2.126  0.846  -3.205
C  2.262  0.245  -1.960
F  2.182  -1.118  -2.219
F  3.589  0.461  -1.612

Properties
Net charge = -2
Highest occupied orbital energy = 2.15 eV
Maximum force = 0.0545 hartree/bohr
LUMO level = 0.1535 Eh

=====

Entry 2:
Molecular formula: C2H5N2O
Method: DFT, ωB97M-V with the def2-TZVPD basis set

Atoms and positions in Å:
C  1.845  -0.193  -0.071
C  -2.278  0.319  -0.052
N  2.403  0.543  -0.845
N  1.091  -0.678  0.811
O  -1.239  -0.252  -0.289
H  -2.391  1.152  0.690
H  -3.231  0.071  -0.580
H  2.544  0.730  -1.763
H  -0.029  -0.417  0.495
H  1.285  -1.275  1.604

Properties
Net charge = +1
Energy relative to the best compared isomer or geometry (same formula, charge and spin) = 38.3 kcal/mol
Highest occupied orbital energy (alpha / beta) = -11.63 / -16.60 eV
Maximum force = 0.1376 hartree/bohr
Multiplicity = 3
Expectation value of S² = 2.005
LUMO level (alpha / beta) = -0.1539 / -0.2954 Eh

=====

Entry 3:
Molecular formula: C5H13N2
Method: DFT, ωB97M-V with the def2-TZVPD basis set

Atoms and positions in Å:
C  -0.926  -2.579  0.253
C  -0.302  -1.294  -0.330
C  0.397  -0.542  0.857
C  1.322  0.642  0.406
C  0.674  2.954  0.112
N  0.578  1.756  -0.282
N  -1.364  -0.432  -0.957
H  -1.320  -3.206  -0.550
H  -0.084  -3.167  0.630
H  -1.626  -2.406  1.090
H  0.493  -1.475  -1.093
H  1.231  -1.100  1.349
H  -0.412  -0.166  1.524
H  2.234  0.435  -0.144
H  1.731  0.966  1.364
H  0.267  3.717  -0.610
H  1.097  3.175  1.122
H  -0.840  0.483  -0.982
H  -1.490  -0.790  -1.899
H  -2.236  -0.340  -0.427

Properties
Net charge = +2
Energy relative to the best compared isomer or geometry (same formula, charge and spin) = 77.2 kcal/mol
Highest occupied orbital energy (alpha / beta) = -20.12 / -20.07 eV
Maximum force = 0.0820 hartree/bohr
Multiplicity = 2
Expectation value of S² = 0.758
LUMO level (alpha / beta) = -0.3386 / -0.4894 Eh

=====

Entry 4:
Molecular formula: C5H10O2
Method: DFT, ωB97M-V with the def2-TZVPD basis set

Atoms and positions in Å:
O  -0.710  -1.878  2.155
C  -0.898  -0.703  1.416
C  0.051  -0.332  0.263
C  0.572  -0.619  -1.171
C  1.170  0.820  -1.472
O  0.558  1.739  -0.581
C  -0.559  1.014  -0.185
H  -0.947  -1.630  3.059
H  -1.936  -0.570  1.098
H  -0.702  0.150  2.091
H  1.000  -0.175  0.786
H  1.363  -1.352  -1.309
H  -0.238  -0.806  -1.873
H  0.967  1.198  -2.479
H  2.250  0.855  -1.324
H  -1.211  0.845  -1.071
H  -1.127  1.563  0.550

Properties
Net charge = 0
Energy relative to the best compared isomer or geometry (same formula, charge and spin) = 74.0 kcal/mol
Highest occupied orbital energy = -9.37 eV
Maximum force = 0.0171 hartree/bohr
LUMO level = 0.0287 Eh